Computed, not measured: the molecule C2H4S3, with wB97M-V/def2-TZVPD.

SMILES string ... S=C(S)CS
Energy relative to the best compared isomer or geometry (same formula, charge and spin) ... 2.302 eV
E ... -34641.9241 eV
Frontier orbital gap ... 7.721 eV

Element x y z (Å)
C1 0.4786 -0.4166 0.6425
C2 -0.6313 -0.1232 -0.3203
H1 1.8102 1.0297 -0.2444
H2 0.5352 0.0408 1.5652
H3 0.5294 -1.6020 0.8057
H4 -1.9767 1.1434 -1.1874
S1 1.9128 -0.2760 -0.5888
S2 -1.0232 1.6792 -0.2624
S3 -1.6351 -1.4753 -0.4100

Atoms 1-2, force components in eV/Å:
1.54 -5.35 -3.45
-1.30 -0.92 4.36